# C42H56BCl3N8O4Zn

A molecular structure, C42H56BCl3N8O4Zn (the ωB97M-V functional and the def2-TZVPD basis, the OMol25 dataset).

Highest occupied orbital energy   -8.66 eV
HOMO-LUMO gap   7.812 eV
Energy above the lowest of the compared OMol25 structures with the same formula, charge and spin   2.526 eV
Charge   0
Energy   -151239.362 eV

Positions of all 115 atoms, in Å:
Zn -0.178 -0.435 0.292
C -1.570 -0.775 5.127
C -1.794 -0.406 3.661
C -3.214 0.141 3.466
C -0.796 0.608 3.192
C -0.170 1.604 3.935
C 0.623 2.319 3.050
C 1.605 3.339 3.585
C 1.207 4.819 3.441
C 3.039 3.055 3.137
N 0.440 1.776 1.818
N -0.405 0.717 1.930
B 0.880 2.197 0.356
N 0.380 3.321 -2.273
N -0.088 2.080 -2.047
C -0.391 1.463 -3.244
C -0.046 2.362 -4.227
C 0.424 3.507 -3.572
C 0.862 4.800 -4.196
C 1.155 5.877 -3.153
C 2.069 4.582 -5.115
C -1.027 0.152 -3.616
C -2.557 0.240 -3.520
C -0.442 -1.059 -2.916
N 2.122 1.291 -0.013
N 1.812 -0.029 0.193
C 2.937 -0.741 0.156
C 3.992 0.119 -0.121
C 3.454 1.395 -0.237
C 4.383 2.506 -0.704
C 3.802 3.813 -1.230
C 5.470 2.799 0.341
C 2.983 -2.217 0.402
C 4.316 -2.821 -0.032
C 2.719 -2.514 1.884
H -2.219 -1.607 5.398
H -0.536 -1.069 5.310
H -1.809 0.070 5.775
H -1.676 -1.302 3.048
H -3.333 1.077 4.016
H -3.417 0.332 2.413
H -3.953 -0.571 3.838
H -0.245 1.773 4.996
H 1.579 3.144 4.659
H 1.626 5.288 2.553
H 0.123 4.925 3.411
H 1.576 5.375 4.304
H 3.131 3.051 2.054
H 3.712 3.811 3.546
H 3.360 2.076 3.496
H 1.916 4.065 1.059
H -0.148 2.202 -5.288
H 0.030 5.141 -4.822
H 2.070 5.642 -2.608
H 1.290 6.842 -3.643
H 0.331 5.956 -2.443
H 2.926 4.217 -4.545
H 1.841 3.855 -5.895
H 2.349 5.521 -5.594
H -0.797 0.036 -4.677
H -2.872 0.583 -2.542
H -2.939 0.945 -4.260
H -3.004 -0.737 -3.712
H -0.522 -0.980 -1.842
H -0.964 -1.967 -3.213
H 0.612 -1.184 -3.163
H 5.027 -0.144 -0.260
H 4.892 2.043 -1.554
H 3.509 4.482 -0.424
H 4.574 4.319 -1.813
H 2.952 3.625 -1.885
H 5.059 3.312 1.210
H 5.953 1.886 0.683
H 6.231 3.446 -0.101
H 2.200 -2.675 -0.199
H 5.133 -2.455 0.594
H 4.271 -3.905 0.069
H 4.539 -2.582 -1.073
H 3.512 -2.087 2.502
H 1.765 -2.093 2.198
H 2.692 -3.593 2.048
O -6.132 -5.402 0.363
C -6.520 -4.132 0.141
O -7.675 -3.865 -0.036
C -5.427 -3.115 0.126
C -4.345 -3.193 0.996
C -3.331 -2.258 0.937
C -3.371 -1.220 0.010
C -4.490 -1.109 -0.819
C -5.503 -2.048 -0.760
N -2.305 -0.298 -0.062
C -2.595 0.947 -0.179
C -1.616 2.008 -0.258
C -2.045 3.233 0.131
C -1.345 4.462 0.393
C -0.026 4.687 0.541
C 1.127 3.781 0.364
N -0.277 1.672 -0.673
H -5.171 -5.482 0.405
H -4.289 -3.982 1.737
H -2.497 -2.340 1.611
H -4.565 -0.300 -1.534
H -6.363 -1.978 -1.413
H -3.640 1.261 -0.127
H -3.111 3.290 0.337
H -2.001 5.312 0.545
H 0.239 5.713 0.784
H 1.494 4.067 -0.615
Cl -0.726 -4.830 2.147
C -0.224 -4.818 0.455
Cl 1.275 -5.744 0.286
Cl -1.475 -5.596 -0.547
C 0.026 -3.364 -0.121
O 0.469 -3.331 -1.252
O -0.198 -2.414 0.691


# C42H56N10O3SSeY

A molecular structure, C42H56N10O3SSeY at a distorted geometry (the ωB97M-V functional and the def2-TZVPD basis, the OMol25 dataset).

Highest occupied orbital energy   -7.56 eV
HOMO-LUMO gap   3.545 eV
Energy above the lowest of the compared OMol25 structures with the same formula, charge and spin   2.065 eV
Charge   +1
Energy   -142722.396 eV

Positions of all 114 atoms, in Å:
Y 1.897 -2.057 -2.691
O 0.533 -3.111 -1.124
C -0.464 -3.837 -1.433
C -1.669 -3.771 -0.745
C -2.731 -4.652 -0.901
C -2.577 -5.720 -1.824
C -1.381 -5.898 -2.503
C -0.333 -5.027 -2.407
C 0.876 -5.113 -3.131
N 2.001 -4.372 -3.067
C 3.254 -4.881 -3.698
C 4.407 -4.343 -2.837
N 4.192 -2.983 -2.324
C 5.311 -2.447 -1.900
C 5.342 -1.068 -1.499
C 6.637 -0.502 -1.256
C 6.865 0.852 -1.211
C 5.792 1.721 -1.002
C 4.503 1.250 -1.158
C 4.255 -0.117 -1.467
O 3.053 -0.598 -1.506
H -1.762 -2.977 -0.037
H -3.682 -4.668 -0.371
H -3.387 -6.432 -1.957
H -1.374 -6.721 -3.221
H 0.888 -5.797 -3.966
H 3.178 -4.558 -4.728
H 3.214 -5.978 -3.605
H 5.324 -4.503 -3.405
H 4.567 -5.046 -1.973
H 6.336 -2.918 -2.104
H 7.445 -1.167 -0.982
H 7.921 1.193 -1.308
H 5.947 2.828 -0.823
H 3.563 1.892 -1.091
C -5.065 -0.080 4.668
N -4.720 0.297 3.293
C -4.977 -0.800 2.296
C -3.925 1.339 3.044
N -3.024 1.769 3.939
C -2.460 1.131 4.995
C -1.981 -0.206 5.018
C -1.265 -0.660 6.117
C -1.197 0.035 7.381
C -1.644 1.361 7.317
C -2.070 1.934 6.104
N -2.345 3.291 6.065
C -1.619 4.163 5.430
N -2.298 5.111 4.673
C -3.646 4.900 4.190
C -1.664 6.381 4.310
N -0.236 4.362 5.589
C 0.576 4.024 4.495
C 0.312 3.961 6.894
N -4.014 1.870 1.816
C -5.117 1.755 0.908
C -2.846 2.678 1.304
H -6.115 0.186 4.765
H -4.541 0.518 5.407
H -4.897 -1.174 4.896
H -4.390 -1.694 2.622
H -4.619 -0.587 1.271
H -6.027 -1.069 2.170
H -2.278 -0.875 4.226
H -0.588 -1.519 5.958
H -0.706 -0.285 8.291
H -1.692 2.114 8.164
H -3.760 5.299 3.121
H -4.377 5.497 4.788
H -3.817 3.802 4.297
H -1.544 7.020 5.256
H -2.291 6.861 3.629
H -0.704 6.294 3.806
H 1.626 4.071 4.828
H 0.411 4.745 3.675
H 0.356 2.990 4.116
H 1.043 4.641 7.316
H -0.432 3.890 7.666
H 0.846 3.017 6.788
H -6.071 1.386 1.303
H -4.903 1.305 -0.079
H -5.326 2.780 0.701
H -2.207 2.157 0.578
H -2.331 3.132 2.109
H -3.326 3.466 0.696
C 5.449 -2.641 -7.335
C 4.032 -2.369 -6.939
S 3.787 -1.348 -5.407
O 2.353 -1.598 -4.819
C 3.571 0.234 -6.181
C 4.907 1.007 -6.274
H 5.478 -2.970 -8.395
H 6.022 -3.438 -6.811
H 6.038 -1.717 -7.253
H 3.390 -3.211 -6.801
H 3.606 -1.883 -7.787
H 2.838 0.787 -5.520
H 3.189 0.016 -7.186
H 5.458 0.992 -5.323
H 4.733 2.061 -6.546
H 5.496 0.591 -7.095
Se 0.555 0.777 -1.309
N 0.160 -0.342 -2.759
C -1.162 -0.371 -2.865
C -2.020 -1.180 -3.701
C -3.353 -0.844 -3.854
C -3.984 0.244 -3.196
C -3.213 1.094 -2.407
C -1.874 0.737 -2.047
N -1.162 1.413 -1.109
H -1.814 -2.048 -4.258
H -3.823 -1.586 -4.481
H -5.063 0.443 -3.239
H -3.649 2.094 -2.061


# C42H57F2N9O5

9 unconnected molecules or ions with the total composition C42H57F2N9O5 (the ωB97M-V functional and the def2-TZVPD basis, the OMol25 dataset).

Highest occupied orbital energy   -7.78 eV
HOMO-LUMO gap   8.106 eV
Charge   0
SMILES   C[C@@H](O)CNCCO[C@]1(CCF)OC(=O)O[C@H]1F.c1cc[nH]c1.c1cc[nH]c1.c1cc[nH]c1.c1cc[nH]c1.c1cc[nH]c1.c1cc[nH]c1.c1cc[nH]c1.c1cc[nH]c1
Energy   -73559.211 eV

Positions of all 115 atoms, in Å:
C 6.056 -3.775 2.284
C 6.255 -2.732 1.185
O 6.213 -3.303 -0.119
C 5.225 -1.560 1.283
N 4.276 -1.462 0.194
C 3.169 -2.419 0.225
C 1.819 -1.716 0.398
O 1.420 -1.747 1.788
C 0.167 -2.201 2.066
C -0.183 -3.592 1.490
C -0.607 -4.655 2.501
F -0.608 -5.886 1.837
O -0.892 -1.280 1.605
C -1.858 -1.230 2.530
O -2.904 -0.669 2.391
O -1.483 -1.881 3.662
C -0.064 -1.934 3.563
F 0.493 -2.795 4.430
H 4.993 -3.952 2.478
H 6.512 -4.733 2.018
H 6.505 -3.430 3.217
H 7.255 -2.303 1.321
H 6.119 -4.257 -0.051
H 4.668 -1.650 2.222
H 5.778 -0.618 1.349
H 4.761 -1.531 -0.689
H 3.290 -3.072 1.098
H 3.165 -3.038 -0.676
H 1.956 -0.664 0.133
H 1.037 -2.122 -0.246
H -1.006 -3.454 0.782
H 0.662 -3.983 0.919
H 0.091 -4.740 3.333
H -1.619 -4.475 2.872
H 0.322 -0.927 3.764
N -3.968 -1.839 -2.928
C -4.983 -2.144 -2.061
C -4.549 -1.870 -0.792
C -3.219 -1.381 -0.896
C -2.889 -1.375 -2.224
H -4.010 -1.945 -3.924
H -5.923 -2.524 -2.421
H -5.121 -1.998 0.112
H -2.581 -1.060 -0.095
H -1.977 -1.078 -2.715
N -2.357 1.512 4.310
C -2.856 1.669 5.568
C -2.147 2.675 6.179
C -1.176 3.139 5.248
C -1.337 2.397 4.105
H -2.674 0.851 3.617
H -3.675 1.066 5.919
H -2.312 3.040 7.180
H -0.455 3.924 5.398
H -0.818 2.421 3.162
N -0.767 0.593 -4.735
C 0.314 1.279 -4.252
C 1.400 0.933 -5.013
C 0.953 0.012 -5.999
C -0.387 -0.179 -5.800
H -1.696 0.648 -4.359
H 0.218 1.943 -3.410
H 2.407 1.291 -4.881
H 1.549 -0.461 -6.761
H -1.097 -0.799 -6.321
N 1.498 2.465 0.809
C 2.226 2.872 -0.275
C 3.222 3.698 0.176
C 3.093 3.786 1.589
C 2.020 3.017 1.948
H 0.703 1.854 0.773
H 1.975 2.541 -1.269
H 3.963 4.185 -0.435
H 3.715 4.351 2.261
H 1.588 2.811 2.913
N 4.865 2.665 -4.174
C 5.737 2.511 -5.218
C 6.946 2.133 -4.700
C 6.797 2.054 -3.288
C 5.501 2.386 -2.995
H 3.906 2.944 -4.261
H 5.423 2.681 -6.234
H 7.839 1.934 -5.269
H 7.553 1.782 -2.571
H 4.982 2.444 -2.054
N 2.253 -5.157 -8.000
C 1.414 -4.677 -7.032
C 1.913 -3.476 -6.604
C 3.101 -3.223 -7.343
C 3.283 -4.278 -8.196
H 2.133 -6.024 -8.490
H 0.538 -5.227 -6.733
H 1.478 -2.847 -5.845
H 3.748 -2.366 -7.256
H 4.053 -4.477 -8.921
N -4.761 4.566 5.111
C -6.014 4.423 5.633
C -6.847 5.284 4.970
C -6.059 5.989 4.021
C -4.775 5.520 4.133
H -3.952 4.038 5.396
H -6.212 3.709 6.414
H -7.905 5.392 5.141
H -6.397 6.740 3.327
H -3.878 5.776 3.596
N -8.571 1.546 1.633
C -7.512 0.690 1.763
C -6.472 1.393 2.311
C -6.921 2.726 2.523
C -8.218 2.788 2.093
H -9.467 1.303 1.257
H -7.588 -0.339 1.456
H -5.495 0.996 2.536
H -6.356 3.543 2.938
H -8.919 3.605 2.077


# C42H57F9IN3O10

4 unconnected molecules or ions with the total composition C42H57F9IN3O10 (the ωB97M-V functional and the def2-TZVPD basis, the OMol25 dataset).

Highest occupied orbital energy   -8.39 eV
HOMO-LUMO gap   8.283 eV
Charge   0
SMILES   CCOCCOc1c(C[C@H](C)I)c(CCCCO)c(CCCN)c2nc(-c3ccccc3)c(CCO)nc12.CCOC(=O)C(F)(F)F.CCOC(=O)C(F)(F)F.CCOC(=O)C(F)(F)F
Energy   -101982.999 eV

Positions of all 122 atoms, in Å:
C 0.512 -3.462 -5.483
C -0.926 -3.178 -5.838
O -1.196 -1.811 -5.602
C -2.568 -1.478 -5.493
C -2.801 -0.621 -4.276
O -3.405 -1.398 -3.246
C -3.030 -1.058 -1.976
C -2.019 -1.717 -1.329
C -1.371 -2.886 -2.012
C -1.816 -4.254 -1.505
C -1.008 -5.383 -2.163
I -3.918 -4.570 -1.805
C -1.619 -1.303 -0.024
C -0.445 -1.991 0.641
C 0.940 -1.385 0.374
C 1.643 -1.849 -0.902
C 1.230 -1.061 -2.124
O 1.732 -1.735 -3.276
C -2.331 -0.299 0.652
C -2.085 0.105 2.083
C -0.797 0.879 2.399
C -0.977 1.860 3.540
N 0.162 2.761 3.761
C -3.417 0.343 -0.020
N -4.120 1.331 0.603
C -5.103 1.900 -0.039
C -5.862 2.955 0.684
C -5.346 4.244 0.808
C -6.055 5.216 1.511
C -7.279 4.906 2.095
C -7.800 3.621 1.965
C -7.095 2.650 1.261
C -5.448 1.526 -1.381
C -6.590 2.184 -2.111
C -6.323 2.378 -3.596
O -5.560 3.554 -3.841
N -4.776 0.596 -2.002
C -3.760 -0.017 -1.337
H 0.738 -4.505 -5.691
H 1.190 -2.842 -6.063
H 0.700 -3.271 -4.429
H -1.100 -3.439 -6.886
H -1.584 -3.801 -5.227
H -2.867 -0.917 -6.381
H -3.193 -2.369 -5.448
H -3.451 0.222 -4.509
H -1.838 -0.235 -3.940
H -1.597 -2.856 -3.077
H -0.287 -2.848 -1.923
H -1.704 -4.323 -0.430
H -0.143 -4.971 -2.678
H -1.599 -5.913 -2.901
H -0.687 -6.107 -1.423
H -0.401 -3.034 0.342
H -0.626 -1.977 1.711
H 0.896 -0.302 0.364
H 1.586 -1.658 1.211
H 1.512 -2.917 -1.071
H 2.712 -1.692 -0.757
H 0.148 -0.934 -2.185
H 1.658 -0.057 -2.057
H 1.258 -1.414 -4.046
H -2.916 0.708 2.425
H -2.101 -0.803 2.687
H -0.419 1.397 1.518
H -0.016 0.177 2.696
H -1.864 2.469 3.384
H -1.101 1.298 4.465
H 0.398 3.206 2.881
H 0.971 2.194 3.986
H -4.396 4.488 0.358
H -5.647 6.211 1.600
H -7.824 5.653 2.651
H -8.747 3.376 2.421
H -7.507 1.655 1.171
H -6.800 3.162 -1.692
H -7.474 1.555 -2.005
H -5.836 1.502 -4.013
H -7.272 2.523 -4.105
H -4.628 3.327 -3.838
C 5.033 -0.140 8.197
C 4.107 0.831 7.499
O 3.777 0.378 6.164
C 2.794 -0.499 6.063
O 2.141 -0.976 6.939
C 2.545 -0.815 4.571
F 3.688 -0.997 3.909
F 1.890 0.212 4.000
F 1.801 -1.905 4.443
H 5.928 -0.309 7.598
H 5.331 0.262 9.164
H 4.546 -1.101 8.358
H 4.589 1.792 7.357
H 3.189 0.989 8.064
C 2.936 7.935 3.301
C 3.356 6.728 2.492
O 4.222 5.864 3.258
C 3.617 5.019 4.078
O 2.448 4.878 4.255
C 4.673 4.145 4.781
F 5.712 4.871 5.203
F 5.120 3.215 3.934
F 4.122 3.530 5.819
H 3.812 8.471 3.667
H 2.348 8.609 2.680
H 2.333 7.640 4.158
H 3.949 7.017 1.628
H 2.495 6.158 2.146
C 4.564 -3.707 -3.861
C 5.692 -3.934 -2.883
O 6.500 -5.071 -3.263
C 7.435 -4.842 -4.166
O 7.697 -3.809 -4.701
C 8.224 -6.142 -4.431
F 7.406 -7.190 -4.548
F 9.060 -6.370 -3.410
F 8.935 -6.029 -5.544
H 3.962 -4.610 -3.961
H 3.920 -2.899 -3.515
H 4.948 -3.445 -4.847
H 5.312 -4.185 -1.895
H 6.330 -3.056 -2.791